No. 1
This record from the Open Molecules 2025 dataset describes a 10-piece molecular cluster, C4H29N2O10 overall at a distorted geometry. The level of theory is the ωB97M-V functional and the def2-TZVPD basis.

The geometry in XYZ format:
```
45
Properties=species:S:1:pos:R:3:forces:R:3:mulliken_charge:R:1
C -0.9027 -2.9818 -0.5455 1.70 -3.13 0.00 -1.397
C -0.6982 -1.5200 -0.2918 -1.12 1.15 -0.68 0.677
C -1.9405 -0.7867 0.3084 -2.89 -1.49 -0.59 -0.953
C -1.5688 0.6594 0.5622 0.17 -0.53 1.41 1.054
N -1.4781 0.9978 1.8441 2.28 1.03 1.49 -0.266
O -1.2024 1.4240 -0.3223 0.27 0.51 -1.10 -0.925
N -0.5816 -0.8257 -1.7625 -3.35 0.01 0.92 -0.124
H 0.1360 -3.4900 -1.0301 -2.80 1.46 1.49 0.258
H -1.7072 -3.2449 -1.2789 0.48 0.45 0.70 0.371
H -1.1396 -3.5270 0.4729 0.57 1.01 -2.06 0.360
H 0.1509 -1.4366 0.4638 -0.48 0.65 -1.69 -0.044
H -2.9336 -0.9057 -0.3629 2.46 0.53 0.88 0.246
H -2.3420 -1.3121 1.2331 1.07 0.79 -0.82 0.354
H -2.0385 0.6980 2.5782 -1.43 -1.75 0.55 0.227
H -0.8736 1.6881 2.3137 -0.12 0.17 -1.74 0.172
H -1.4822 -1.2310 -2.3799 3.47 0.97 1.54 0.558
H 0.3355 -1.0570 -2.1492 -0.37 0.17 -0.36 0.183
H -0.7910 0.2661 -1.7025 1.06 -2.50 0.34 0.390
H 4.1242 -1.1674 0.6814 -0.51 -0.77 -0.19 0.257
H 2.8949 -2.1282 0.4161 -0.73 -0.98 1.12 0.423
O 3.5179 -1.5549 0.0292 1.88 1.96 -1.83 -0.593
H 1.1926 3.5338 0.3479 -1.88 1.44 1.20 0.313
H 2.6296 3.3604 0.0755 -0.79 -0.85 -0.42 0.255
O 1.7616 2.8914 0.0036 3.24 -0.50 -0.71 -0.602
H -4.7261 1.6654 2.0459 1.44 -0.63 -1.14 0.305
H -3.7811 2.0503 0.9196 0.47 2.48 -2.12 0.262
O -3.9207 1.3759 1.5151 -3.02 -1.67 3.23 -0.573
H 1.2384 1.5912 -1.2390 0.49 -0.85 -0.40 0.363
H 2.3177 0.5759 -0.8556 -1.47 -0.01 -1.53 0.271
O 1.5847 0.7127 -1.5442 1.40 0.45 1.74 -0.580
H 2.2662 -1.2952 -2.5804 -1.16 -1.62 0.23 0.286
H 3.0731 -2.5645 -2.8170 -5.14 0.56 1.08 0.370
O 1.9640 -2.2722 -2.5913 6.29 1.22 -1.21 -0.713
H -0.6394 3.0264 0.5949 0.75 0.33 1.71 0.335
H -0.8383 4.3418 1.2949 0.49 -0.25 0.64 0.334
O -0.2939 3.5366 1.4187 -1.71 0.25 -2.30 -0.717
H 1.9758 -1.7848 3.0149 -1.07 -1.67 0.55 0.273
H 2.5804 -1.0053 2.1445 -1.39 -2.97 -1.75 0.284
O 2.0980 -1.9699 2.0690 1.69 4.69 2.05 -0.674
H 1.6557 1.4504 4.4809 0.04 -0.03 -0.29 0.301
H 1.9809 1.6625 2.9672 -0.66 -0.55 0.86 0.330
O 1.4975 1.0775 3.6016 0.60 0.55 -0.71 -0.623
H -1.3833 -0.8392 -4.9241 0.26 0.65 -0.57 0.311
H -2.4502 -1.9474 -4.6424 3.02 1.32 1.15 0.330
O -1.5500 -1.5216 -4.2861 -3.51 -2.04 -0.67 -0.669
```
Forces are in eV/Å.

Results
Orbital gap: 0.3899 Ha
E_HOMO: -13.0 eV
Relative energy (zero: lowest compared OMol25 entry of this formula, charge and spin): 567.99 kJ/mol
Multiplicity: 1
Total charge: +1
DFT total energy: -28065.783 eV

=====

No. 2
This record from the Open Molecules 2025 dataset describes a 10-piece molecular cluster, C4H29N2O11 overall at a distorted geometry. The level of theory is the ωB97M-V functional and the def2-TZVPD basis.

The geometry in XYZ format:
```
46
Properties=species:S:1:pos:R:3:forces:R:3:mulliken_charge:R:1
N -0.4945 1.1802 1.4625 0.47 -0.93 -1.70 0.093
C 0.6264 0.4176 0.7313 0.59 2.64 1.00 -0.648
C 0.8624 1.2501 -0.5770 1.91 -2.05 0.13 -0.354
N -0.2703 1.5671 -1.4333 -0.26 2.80 1.01 -0.171
C -0.8336 0.5386 -2.3181 1.64 0.69 0.27 -0.408
C -1.6914 -0.4060 -1.4683 0.74 -2.48 1.30 0.287
O -1.9864 -1.4830 -2.2488 0.02 0.75 -1.31 -0.556
O -1.9705 -0.5013 -0.2777 0.38 1.62 -2.12 -0.423
H -0.0918 2.1399 1.6746 -0.93 -1.27 0.09 0.322
H -1.2813 1.2085 0.7158 0.98 0.30 1.83 0.143
H -0.7561 0.5411 2.2508 -0.32 1.06 -0.20 0.419
H 0.3671 -0.5725 0.5837 -1.26 -1.71 -0.57 -0.168
H 1.4767 0.2953 1.4782 -0.54 0.90 -1.45 0.608
H 1.5744 0.6439 -1.2066 -0.11 0.76 0.98 -0.026
H 1.3741 2.1518 -0.1658 -0.48 -0.26 -0.98 0.558
H -0.1061 2.6234 -1.6435 -1.37 -3.09 -0.73 0.356
H -1.5136 0.8556 -3.1047 -0.14 0.93 0.20 0.472
H -0.0262 0.0187 -3.0185 -1.42 0.33 1.89 0.316
H -2.7084 -1.9827 -1.8821 -0.47 -0.46 0.62 0.335
H -2.6582 -3.4948 1.5024 -1.75 -0.21 0.36 0.223
H -1.4568 -3.8392 0.7503 0.54 -0.38 -0.77 0.282
O -1.7481 -3.2859 1.4617 0.76 0.35 0.29 -0.584
H 1.9392 -1.3921 2.6794 -1.56 -0.70 0.35 0.331
H 3.2853 -1.7970 2.2291 -0.46 1.25 0.47 0.320
O 2.7839 -1.0061 2.5595 2.21 -0.56 -0.62 -0.654
H -1.0951 -1.6937 2.5119 1.34 -2.06 -2.97 0.315
H -1.9045 -1.4750 3.5607 -1.33 0.23 1.55 0.299
O -1.1918 -1.0333 3.1366 0.13 1.97 1.41 -0.622
H 0.9063 -2.5161 0.7677 -0.39 -0.19 -2.68 0.306
H 0.2844 -3.5845 1.9122 1.75 2.60 -1.51 0.287
O 0.8729 -2.7701 1.6510 -1.03 -2.57 4.11 -0.591
H 1.4542 2.5220 -3.1603 3.47 -2.32 2.50 0.273
H 1.2127 3.6128 -4.0444 0.24 1.07 -0.86 0.306
O 0.7832 2.8948 -3.6136 -3.51 1.40 -1.89 -0.582
H 4.0935 -1.2044 -1.6346 -2.48 1.92 -0.49 0.317
H 2.7322 -0.9213 -2.2499 -7.08 -5.00 -6.23 0.224
O 3.2960 -0.5543 -1.7584 9.63 2.93 6.68 -0.592
H -0.2460 -2.1453 -2.2295 -2.15 -0.10 -1.16 0.350
H 0.9980 -3.0572 -2.5234 0.23 -1.48 -1.38 0.238
O 0.6185 -2.3842 -2.0150 2.18 1.27 2.57 -0.508
H -3.9437 2.1335 1.1765 -1.19 0.17 0.81 0.261
H -3.3805 2.1074 -0.1946 -0.64 0.27 -2.51 0.259
O -3.1499 2.0289 0.6912 1.71 -0.26 1.69 -0.565
H 1.5438 4.5397 2.0761 -0.91 -0.98 -0.52 0.315
H 0.6229 3.9462 3.0966 -0.06 -0.36 -1.66 0.318
O 0.7966 3.8830 2.1084 0.89 1.22 2.22 -0.680
```
Forces are in eV/Å.

Results
Orbital gap: 0.3434 Ha
E_HOMO: -11.8 eV
Relative energy (zero: lowest compared OMol25 entry of this formula, charge and spin): 425.36 kJ/mol
Multiplicity: 1
Total charge: +1
DFT total energy: -30113.678 eV

=====

No. 3
This record from the Open Molecules 2025 dataset describes C4H29N2O12 as an isolated structure at a distorted geometry. The level of theory is the ωB97M-V functional and the def2-TZVPD basis.

The geometry in XYZ format:
```
47
Properties=species:S:1:pos:R:3:forces:R:3:mulliken_charge:R:1
O 0.7335 -1.5441 -1.8836 -0.43 0.65 0.63 -0.874
C 0.5279 -0.7003 -1.0059 1.32 1.09 -0.84 0.612
N 1.5727 -0.3073 -0.2067 0.50 -0.65 -0.21 -0.282
C 2.8148 -1.0652 -0.2269 0.74 -0.66 0.48 -0.978
O 2.7040 -2.3632 0.2509 -0.38 -1.15 0.40 -0.639
C -0.6901 0.2328 -0.9416 0.55 -1.07 0.25 -0.244
N -1.9209 -0.5302 -1.1059 -1.16 1.32 -0.44 -0.148
C -2.5998 -0.5678 0.1566 -2.56 -1.53 2.88 -0.997
H 1.5326 0.1938 0.6627 -1.11 0.30 0.23 0.585
H 3.1636 -1.1664 -1.2736 -0.02 0.33 0.64 0.277
H 3.5076 -0.5497 0.4683 -0.15 0.36 -0.89 0.463
H -0.6316 0.6681 0.0695 -0.26 0.49 -0.50 0.709
H -0.5639 0.9942 -1.7357 -0.09 -0.43 0.62 -0.394
H -2.5056 -0.0619 -1.8334 0.68 -0.36 1.10 0.309
H -2.9214 0.3436 0.7308 1.77 0.25 -0.52 0.338
H -3.6778 -0.8827 0.1925 0.74 -0.75 -1.38 0.383
H -2.1383 -1.3310 0.8761 -0.32 1.42 -0.92 0.357
H -1.9851 -0.8663 -4.0076 -1.29 -1.70 -0.26 0.368
H -0.6606 -0.6698 -3.3849 0.64 -0.57 0.48 0.342
O -1.3295 -0.2204 -3.8894 0.80 1.97 -0.61 -0.728
H 0.2770 1.7112 3.1993 0.55 -0.65 -0.03 0.464
H 1.6204 1.0003 2.6201 -0.45 0.22 0.40 0.246
O 1.1025 1.8243 2.6838 0.69 0.83 -0.57 -0.724
H -0.1584 2.8490 -3.0435 -0.08 0.14 -0.10 0.313
H -0.1109 3.0893 -1.5527 0.38 0.13 0.50 0.436
O -0.6777 3.2235 -2.3227 -0.06 0.14 -0.55 -0.744
H 1.6295 1.9613 -0.4206 -0.24 0.63 0.05 0.344
H 1.2049 3.1275 0.4689 -0.10 0.15 1.53 0.314
O 1.2806 2.8769 -0.4339 0.42 -0.89 -1.39 -0.699
H 2.3461 -2.4612 1.2013 0.18 0.77 -1.32 0.506
H 1.7339 -2.9077 3.2083 0.04 -1.12 1.17 0.159
O 1.5680 -2.2300 2.5902 0.09 0.66 -0.68 -0.813
H -1.9587 -2.4344 -1.8131 1.63 -1.39 -2.13 0.379
H -0.5031 -2.6097 -2.3575 -1.86 -0.80 -0.35 0.470
O -1.4372 -2.9838 -2.5379 -0.06 1.79 2.12 -0.779
H -2.2718 2.4335 -2.5227 0.87 0.48 0.10 0.418
H -2.6390 1.2172 -3.4037 0.30 0.40 0.18 0.336
O -2.9837 1.8451 -2.7510 -1.46 -0.83 -0.36 -0.740
H 2.5864 -1.1344 2.6762 0.62 1.20 0.63 0.554
H 2.9088 0.0234 3.7185 0.13 -0.08 -0.05 0.287
O 3.1298 -0.2442 2.8188 -0.57 -0.75 -0.31 -0.802
H -1.3803 1.7984 2.8410 -0.43 1.21 -2.12 0.255
H -0.9238 0.2908 3.1851 -0.52 0.91 -0.74 0.471
O -1.3269 1.1797 3.5187 -0.06 -1.49 2.86 -0.862
H 0.5896 -1.5311 2.6972 -0.86 0.40 -0.67 0.331
H -0.2139 -0.7607 1.4366 -0.22 0.07 -0.16 0.215
O -0.3247 -0.7606 2.3829 1.10 -1.44 0.88 -0.794
```
Forces are in eV/Å.

Results
Orbital gap: 0.3455 Ha
E_HOMO: -6.6 eV
Relative energy (zero: lowest compared OMol25 entry of this formula, charge and spin): 172.30 kJ/mol
Multiplicity: 1
Total charge: -1
DFT total energy: -32171.059 eV

=====

No. 4
This record from the Open Molecules 2025 dataset describes a 11-piece molecular cluster, C4H29NO14 overall at a distorted geometry. The level of theory is the ωB97M-V functional and the def2-TZVPD basis.

The geometry in XYZ format:
```
48
Properties=species:S:1:pos:R:3:forces:R:3:mulliken_charge:R:1
O 1.1776 -2.3977 -1.8584 -0.29 -0.46 3.09 -0.488
C 0.5568 -1.2185 -1.8273 0.70 2.11 -0.19 -0.024
N 0.6631 -0.2058 -1.0065 -1.40 -2.32 -1.30 -0.272
C 1.3154 -0.3661 0.2571 1.79 -0.40 1.58 -0.496
C 0.3319 -0.6758 1.4717 0.11 1.23 -0.55 1.395
O 0.8487 -1.8540 2.0331 -0.18 -1.00 0.98 -0.448
C 2.0524 0.9386 0.6121 -0.01 1.44 -1.26 0.161
O 1.2174 1.9347 1.1894 0.58 0.66 0.24 -0.479
O 3.1209 0.5997 1.4179 0.39 -1.69 0.89 -0.545
H 1.3024 -2.6159 -0.8812 0.83 -0.36 -1.28 0.358
H 0.0308 -1.1732 -2.7738 -0.35 0.99 0.05 0.499
H 2.1327 -1.2125 0.3797 -1.55 1.65 -0.78 0.433
H -0.6639 -0.7851 1.0240 0.61 -0.38 0.70 -0.576
H 0.2027 0.1414 2.2640 0.48 -1.22 -1.28 -0.513
H 0.8769 -1.9306 2.9912 -0.53 0.64 -0.05 0.309
H 2.5506 1.5098 -0.2108 -0.91 -0.89 -0.23 0.240
H 0.2999 1.7216 1.3851 0.02 -0.59 -0.16 0.209
H 3.3141 1.1861 2.1290 -0.08 1.14 0.49 0.349
O 2.1488 -3.5822 0.6973 0.46 -0.27 -0.10 -0.640
H 2.0792 -3.2077 1.5905 -0.12 0.14 -0.65 0.316
H 1.5489 -4.3259 0.7131 -0.16 -0.39 -0.03 0.313
O 2.5984 0.8652 -3.8370 -2.12 -3.53 -3.37 -0.624
H 2.5013 1.5176 -3.2279 -0.25 3.09 2.90 0.274
H 1.6115 0.6988 -4.0726 2.48 0.48 0.48 0.332
O -3.1437 1.6845 0.3635 -0.14 -0.57 -3.22 -0.533
H -3.1099 1.8974 1.2494 0.15 0.61 3.22 0.292
H -2.3906 2.1631 0.0023 -0.07 -0.14 -0.18 0.250
O -2.4653 -1.4436 0.8215 2.93 0.83 -2.93 -0.705
H -2.1866 -0.8647 -0.0089 -1.03 -1.53 2.71 0.234
H -3.3582 -1.2336 0.9586 -2.27 0.59 0.06 0.361
O -0.1177 1.8730 -3.7532 0.27 -1.64 0.33 -0.538
H -0.6276 2.3603 -4.3609 -0.95 0.73 -1.40 0.264
H 0.0260 2.5031 -3.0612 0.60 0.52 0.61 0.351
O -1.5625 1.7609 2.7516 -0.69 -1.73 2.09 -0.593
H -0.8160 1.9848 3.3581 -0.27 0.11 -0.55 0.343
H -1.9610 1.0016 3.3169 0.72 1.75 -1.78 0.296
O -2.9168 -3.4946 -1.5549 -1.41 0.40 -2.18 -0.625
H -2.9483 -2.6752 -1.0868 0.52 0.18 1.11 0.335
H -2.3980 -4.1358 -1.1266 1.02 -0.74 1.20 0.283
O 0.5655 3.9766 -2.1942 -0.36 -0.08 -0.13 -0.691
H 0.1004 3.6409 -1.4198 0.41 0.37 0.31 0.294
H 1.2358 4.6083 -1.9270 -0.02 -0.07 0.30 0.310
O 0.6184 1.4633 4.2880 0.47 -2.14 1.12 -0.688
H 0.2872 0.9431 5.0997 1.04 1.05 -1.93 0.338
H 1.2028 0.8423 3.7445 -1.13 1.19 1.21 0.364
O -4.8396 -0.7203 -0.4732 -0.24 -4.14 -1.04 -0.657
H -4.2444 -1.2037 -1.1194 -1.27 1.50 1.06 0.324
H -4.6183 0.1637 -0.3903 1.20 2.86 -0.16 0.308
```
Forces are in eV/Å.

Results
Orbital gap: 0.3366 Ha
E_HOMO: -9.6 eV
Structure (SMILES): O/C=N\[C@H](CO)C(O)O.O.O.O.O.O.O.O.O.O.O
Relative energy (zero: lowest compared OMol25 entry of this formula, charge and spin): 591.93 kJ/mol
Multiplicity: 1
Total charge: 0
DFT total energy: -34770.861 eV

=====

No. 5
This record from the Open Molecules 2025 dataset describes a 2-piece molecular cluster, C4H2BrF2O2 overall at a distorted geometry. The level of theory is the ωB97M-V functional and the def2-TZVPD basis.

The geometry in XYZ format:
```
11
Properties=species:S:1:pos:R:3:forces:R:3:mulliken_charge:R:1
C -1.9222 -0.5650 -1.6623 2.05 0.86 -0.18 0.568
C -0.2231 0.0967 0.3033 0.07 0.55 0.89 -0.136
C -0.4616 -0.2704 -0.9368 0.01 -0.81 -0.82 0.012
C 1.7219 0.8249 2.3830 1.15 0.02 0.23 -0.036
O -2.8299 -0.9035 -0.9358 -0.96 -0.34 1.37 -0.668
O -1.8267 -0.3765 -2.8650 -0.34 0.07 -1.14 -0.662
F 2.3739 -0.3168 2.6090 -0.30 1.00 -0.36 -0.099
F 2.5459 1.5466 1.6276 -0.42 -0.76 0.64 -0.085
Br 1.0136 -0.6202 -2.1531 0.00 0.01 0.44 -0.236
H 0.7904 0.1905 0.8536 -2.18 -0.20 -1.54 0.076
H -1.1821 0.3938 0.7766 0.92 -0.39 0.46 0.265
```
Forces are in eV/Å.

Results
Orbital gap: 0.2639 Ha
E_HOMO: -4.8 eV
Relative energy (zero: lowest compared OMol25 entry of this formula, charge and spin): 146.26 kJ/mol
Multiplicity: 1
Total charge: -1
DFT total energy: -83751.123 eV

=====

No. 6
This record from the Open Molecules 2025 dataset describes C4H2BrNOS in the gas phase at a distorted geometry. The level of theory is the ωB97M-V functional and the def2-TZVPD basis.

The geometry in XYZ format:
```
10
Properties=species:S:1:pos:R:3:forces:R:3:mulliken_charge:R:1
O -2.7392 0.8968 0.9497 0.33 -0.13 -0.27 -0.483
C -1.5553 0.9018 1.0686 -0.79 0.70 1.02 0.477
Br -0.7210 1.8196 2.5734 -0.26 0.11 0.09 -0.150
C -0.5746 0.2802 0.2343 4.21 -0.96 -0.49 0.372
N 0.7935 0.2621 0.5474 -4.06 0.55 -0.02 -0.398
C 1.4512 -0.4455 -0.3500 -0.01 -0.48 -0.82 -0.426
C 0.7083 -0.9858 -1.3760 -0.34 0.13 0.06 -0.182
S -0.9397 -0.5928 -1.2109 0.61 0.28 0.70 -0.047
H 2.5121 -0.5638 -0.2378 0.28 -0.07 -0.06 0.406
H 1.0648 -1.5726 -2.1987 0.02 -0.14 -0.20 0.429
```
Forces are in eV/Å.

Results
Orbital gap: 0.3283 Ha
E_HOMO: -10.0 eV
Structure (SMILES): O=C(Br)c1nccs1
Relative energy (zero: lowest compared OMol25 entry of this formula, charge and spin): 0.00 kJ/mol
Multiplicity: 1
Total charge: 0
DFT total energy: -88595.177 eV

=====

Question: Which formula does entry 1 have?
Answer: C4H29N2O10

=====

Question: Look up the relative energy (zero: lowest compared OMol25 entry of this formula, charge and spin) of the sixth one.
Answer: 0.00 kJ/mol